*w*
The following is a quantum chemistry calculation of a 2-piece molecular cluster, C4H11ClN2 overall, from the OMol25 dataset.

The geometry in XYZ format:
```
18
Properties=species:S:1:pos:R:3
C 0.333 1.926 0.388
C -1.612 -0.410 -1.507
C 0.675 -1.826 0.920
C 1.208 0.803 0.119
N -1.159 -0.735 -0.150
N 0.176 -0.941 -0.040
Cl 2.527 0.653 1.217
H -0.069 1.961 1.462
H -0.522 1.847 -0.404
H 0.923 2.907 0.307
H -2.720 -0.641 -1.472
H -1.442 0.701 -1.762
H -0.949 -0.967 -2.202
H 1.845 -1.892 0.757
H 0.532 -1.433 1.968
H 0.336 -2.885 0.870
H 1.613 1.118 -0.907
H -1.695 -0.186 0.436
```

Results
HOMO-LUMO gap, Eh: 0.33065
HOMO level, eV: -8.07


*x*
The following is a quantum chemistry calculation of a 2-piece molecular cluster, C4H11ClN2 overall, from the OMol25 dataset.

The geometry in XYZ format:
```
18
Properties=species:S:1:pos:R:3
C -1.099 1.165 -1.221
C 0.232 -0.989 -1.050
C -1.402 -0.386 0.800
C -0.812 -0.165 -0.532
N 1.674 -0.269 1.271
N 1.553 1.086 1.292
Cl 2.703 1.896 0.336
H -0.375 1.119 -2.016
H -2.039 0.847 -1.655
H -1.142 2.149 -0.713
H 0.448 -0.682 -2.056
H 0.166 -2.188 -1.035
H 1.105 -0.749 -0.355
H -2.335 -0.981 0.647
H -0.704 -0.994 1.412
H -1.612 0.602 1.232
H 2.572 -0.822 1.633
H 1.066 -0.639 2.010
```

Results
HOMO-LUMO gap (alpha / beta), Eh: 0.22271 / 0.34060
HOMO level (alpha / beta), eV: -6.34 / -8.46


Most stable structure: *w*


*w*
The following is a quantum chemistry calculation of one molecule with the formula C2HN5O, from the OMol25 dataset.

The geometry in XYZ format:
```
9
Properties=species:S:1:pos:R:3
O 1.939 -0.502 0.735
C 1.190 -0.220 -0.136
N 0.346 -1.047 -0.924
N -0.889 -1.061 -0.603
C -1.098 -0.243 0.427
N -0.744 0.968 0.479
N 0.017 1.552 -0.457
N 1.091 1.084 -0.774
H -1.852 -0.531 1.252
```

Results
HOMO-LUMO gap, Eh: 0.32103
HOMO level, eV: -10.36


*x*
The following is a quantum chemistry calculation of one molecule with the formula C2HN5O, from the OMol25 dataset.

The geometry in XYZ format:
```
9
Properties=species:S:1:pos:R:3
O -1.830 -0.422 0.856
C -0.960 -0.363 0.043
N -0.982 0.875 -0.771
N 0.069 1.504 -0.342
C 1.059 0.915 0.457
N 1.597 -0.275 0.545
N 1.172 -1.137 -0.402
N -0.082 -1.214 -0.577
H 1.633 1.781 0.983
```

Results
HOMO-LUMO gap, Eh: 0.31467
HOMO level, eV: -10.55


Most stable structure: *w*


*w*
The following is a quantum chemistry calculation of a 2-piece molecular cluster, C5H17N3 overall, from the OMol25 dataset.

The geometry in XYZ format:
```
25
Properties=species:S:1:pos:R:3
C -2.161 -2.521 1.328
C -1.107 -1.454 1.074
C 0.252 -1.817 1.628
N 1.201 -0.697 1.453
H -2.216 -2.836 2.376
H -1.937 -3.425 0.759
H -3.155 -2.152 1.085
H -1.066 -1.252 0.008
H -1.412 -0.523 1.566
H 0.710 -2.664 1.105
H 0.182 -2.153 2.669
H 2.132 -1.017 1.666
H 0.952 0.058 2.078
N 0.878 3.309 -0.652
C 0.069 2.265 -1.279
C 0.889 0.982 -1.526
N 0.105 0.053 -2.307
H 1.007 3.101 0.333
H 0.352 4.174 -0.677
H -0.392 2.609 -2.200
H -0.741 1.903 -0.625
H 1.765 1.223 -2.132
H 1.188 0.672 -0.516
H 0.631 -0.739 -2.637
H -0.726 -0.310 -1.878
```

Results
HOMO-LUMO gap, Eh: 0.35346
HOMO level, eV: -8.63


*x*
The following is a quantum chemistry calculation of a 2-piece molecular cluster, C5H17N3 overall, from the OMol25 dataset.

The geometry in XYZ format:
```
25
Properties=species:S:1:pos:R:3
C -2.048 -0.932 0.729
N -0.939 -0.860 -0.200
C -1.411 -0.802 -1.570
C 0.016 -1.957 0.004
N 1.308 -1.748 -0.585
H -2.697 -0.069 0.576
H -2.648 -1.846 0.603
H -1.666 -0.904 1.749
H -0.561 -0.689 -2.242
H -2.058 0.066 -1.689
H -1.973 -1.704 -1.859
H -0.393 -2.908 -0.381
H 0.162 -2.058 1.084
H 1.693 -0.862 -0.267
H 1.246 -1.713 -1.597
C 1.406 1.530 1.698
N 1.178 1.240 0.298
C 1.157 2.434 -0.520
H 1.386 0.597 2.260
H 2.393 1.983 1.811
H 0.662 2.218 2.131
H 0.292 0.743 0.195
H 0.404 3.173 -0.199
H 2.139 2.912 -0.478
H 0.951 2.155 -1.552
```

Results
HOMO-LUMO gap, Eh: 0.34833
HOMO level, eV: -8.57


Most stable structure: *w*


*w*
The following is a quantum chemistry calculation of one molecule with the formula C3H8BrClSi, from the OMol25 dataset.

The geometry in XYZ format:
```
14
Properties=species:S:1:pos:R:3
C 1.468 0.201 -0.904
Si -0.017 0.267 0.260
C -1.530 0.939 -0.594
Cl 0.354 1.673 1.734
C -0.173 -1.422 1.071
Br 1.440 -1.907 1.976
H 2.377 0.186 -0.307
H 1.507 1.082 -1.545
H 1.565 -0.644 -1.571
H -2.197 0.110 -0.811
H -2.048 1.580 0.106
H -1.346 1.458 -1.549
H -0.407 -2.161 0.331
H -0.994 -1.361 1.802
```

Results
HOMO-LUMO gap, Eh: 0.39081
HOMO level, eV: -9.96


*x*
The following is a quantum chemistry calculation of C3H8BrClSi as an isolated structure, from the OMol25 dataset.

The geometry in XYZ format:
```
14
Properties=species:S:1:pos:R:3
C 0.330 -0.816 1.146
C 0.854 -0.502 -1.392
C 0.341 0.091 -0.062
Si -1.348 1.118 -0.159
Cl 1.583 1.346 0.576
Br -3.124 0.006 0.544
H 0.221 -0.248 1.972
H -0.480 -1.628 1.181
H 1.295 -1.263 1.282
H 1.697 -1.254 -1.044
H 0.127 -1.097 -1.883
H 1.252 0.216 -2.047
H -1.188 2.259 1.333
H -1.558 1.771 -1.450
```

Results
HOMO-LUMO gap, Eh: 0.38552
HOMO level, eV: -10.00


Most stable structure: *w*


*w*
The following is a quantum chemistry calculation of a 2-piece molecular cluster, CH7NS2 overall, from the OMol25 dataset.

The geometry in XYZ format:
```
11
Properties=species:S:1:pos:R:3
C -2.071 -0.665 0.112
N -1.248 0.550 0.176
H -2.080 -1.132 -0.877
H -3.094 -0.434 0.397
H -1.668 -1.386 0.830
H -1.785 1.371 -0.078
H -0.535 0.502 -0.543
S 4.125 0.702 -0.528
S 2.867 0.744 1.105
H 3.666 -0.420 -1.093
H 1.824 0.169 0.498
```

Results
HOMO-LUMO gap, Eh: 0.33244
HOMO level, eV: -8.58


*x*
The following is a quantum chemistry calculation of a 2-piece molecular cluster, CH7NS2 overall, from the OMol25 dataset.

The geometry in XYZ format:
```
11
Properties=species:S:1:pos:R:3
C 1.749 1.649 -1.368
N 0.944 2.558 -0.439
H 1.440 1.870 -2.459
H 2.856 1.804 -1.304
H 1.506 0.554 -1.000
H 1.232 2.413 0.536
H 1.162 3.563 -0.675
S -0.034 -1.898 0.651
S -1.465 -0.320 0.333
H -0.935 -2.870 0.435
H -0.373 0.359 0.005
```

Results
HOMO-LUMO gap, Eh: 0.32196
HOMO level, eV: -8.59


Most stable structure: *w*


*w*
The following is a quantum chemistry calculation of a 2-piece molecular cluster, C3H4BrNOS overall, from the OMol25 dataset.

The geometry in XYZ format:
```
11
Properties=species:S:1:pos:R:3
C 0.834 2.542 -0.152
C 0.388 -1.203 -0.080
C -1.510 2.029 0.273
N -0.335 2.093 -0.016
O -0.486 -3.883 0.170
S -0.786 -2.219 -0.164
Br -2.650 0.615 -0.092
H 1.587 2.338 0.588
H 1.095 3.111 -1.027
H 1.423 -1.365 0.162
H 0.441 -4.057 0.339
```

Results
HOMO-LUMO gap, Eh: 0.29644
HOMO level, eV: -8.01


*x*
The following is a quantum chemistry calculation of one molecule with the formula C3H4BrNOS, from the OMol25 dataset.

The geometry in XYZ format:
```
11
Properties=species:S:1:pos:R:3
C -0.767 -0.684 0.609
C 0.467 -0.180 1.316
C 1.259 0.590 -1.816
N -0.897 -0.418 -0.744
O -1.571 -1.444 1.064
S -0.278 0.845 -1.683
Br -0.056 1.639 1.979
H 0.690 -0.724 2.247
H 1.211 -0.150 0.401
H 1.839 1.181 -2.352
H -1.898 -0.655 -1.021
```

Results
HOMO-LUMO gap, Eh: 0.32471
HOMO level, eV: -9.24


Most stable structure: *x*